No. 1
C48H80O20 | the ωB97M-V functional and the def2-TZVPD basis

XYZ file:
```
148
C48H80O20, DFT the ωB97M-V functional and the def2-TZVPD basis
C -0.6242 4.3736 -3.9971
H 5.4703 -2.4543 2.0196
C -1.3140 0.0704 0.4958
H -3.8034 4.0846 -1.1185
O -0.9215 -3.6061 -4.9974
H -0.4133 -1.8736 0.9227
C -1.4157 -1.7752 -3.6327
O 1.6525 4.1334 0.3672
H -1.8369 0.3515 1.4078
H -0.7601 4.2993 0.1151
H 3.2548 -1.9452 -2.6670
H -1.2324 -4.2351 -1.3825
H 2.2865 6.0164 -1.3895
H 1.7678 -3.1805 -0.6101
C -3.8641 0.4279 5.0182
H 4.4582 -1.2686 -3.8348
O 1.7419 -1.0163 5.1973
H 5.1053 0.1110 -1.9332
H -5.2707 1.9296 5.3046
C 6.1076 -0.2795 3.8534
C -2.2152 -3.1740 -5.4307
H 2.8298 -3.5415 3.6972
H -3.3816 3.3890 -3.6699
C 0.3957 4.6835 -5.0858
H -4.5730 -0.4488 1.9998
H -2.7681 -4.6820 -2.2112
C -0.1211 -0.8260 0.8398
H -2.2066 -2.6344 -6.3791
O 0.6338 -3.1097 -3.5118
C -4.1450 0.1714 2.7825
H -3.2012 4.1845 1.1409
H 3.3070 -5.9449 1.3717
H 0.6956 -4.7961 2.5007
C -2.2626 4.1589 1.6937
C 0.8068 -0.5306 -0.3366
O -3.7087 -0.4304 4.0002
H 0.5911 -5.6967 -0.3712
C -2.4705 -5.5879 -0.2794
H -2.4489 3.0511 -1.4350
O 2.7517 0.9947 -4.0040
H -2.8524 -4.0494 -5.5391
O 2.8981 -4.0066 0.9960
C 2.6116 -0.4422 -4.1091
C 0.0787 2.3320 -4.7007
H -0.1826 -1.8245 5.1598
H -1.0213 -0.8851 -4.1326
H -0.5261 1.8834 -5.4925
O -4.4698 1.8377 0.3782
C 1.9770 -3.2121 4.2969
C 4.7792 -1.8476 2.6074
H -1.7012 -4.8871 1.6294
H -3.3415 -1.4511 -4.6386
H 3.4839 0.1633 -1.3118
H 1.5372 -1.8123 2.6837
C -4.0006 2.8956 -2.9235
C 2.6886 -5.1448 1.8040
C 1.2391 5.8611 -1.1238
C 2.4010 -2.2750 5.4387
H 3.0766 -5.0308 2.8177
H 3.8419 -2.3995 2.5961
H -3.1791 0.9326 -3.3906
C -4.5248 1.7132 4.5412
C 2.0722 -4.1251 -0.1580
H 5.8208 -2.3669 4.4535
O -2.8871 -3.3295 -0.6208
O -0.7755 1.1855 -0.2069
C 1.0231 -2.3492 3.4875
H -4.9997 3.3009 -3.1019
H 0.0703 -4.1506 0.4193
C -5.1216 1.2572 3.2103
C -1.1612 3.5778 0.8304
H 5.9585 0.3741 4.7130
O -1.1802 5.1973 -3.3181
C -3.5401 3.0973 -1.4919
H -3.4084 -6.1209 -0.4581
C -4.1670 1.9380 -0.7789
H -1.7030 -6.3592 -0.3242
H 0.6372 -1.1208 -1.2414
C -4.1063 1.3584 -3.0041
H 0.5828 3.7601 2.1394
H 1.5468 -4.1453 4.6641
C -3.0923 -3.5357 0.7037
H -4.9536 1.1291 -3.6482
H -3.3009 -2.8610 -3.6196
H -3.7765 2.4955 4.4562
O 4.1069 2.4277 -2.9807
O 5.5410 0.3319 2.7123
H 1.5899 -0.7351 -3.8593
H 3.4759 -2.1243 5.5227
C 1.0091 4.3833 -0.9026
H -3.4140 -5.4758 1.6427
H 1.2713 1.4717 0.0402
H -5.0852 2.0514 2.4629
H -0.0471 4.1156 -0.8030
O -3.5834 -2.6825 1.3712
H 1.1040 5.3880 -4.6545
H 4.4540 -1.2930 4.7488
O 4.0403 -0.1073 1.1096
C -2.7052 -2.2761 -4.3219
C 4.0633 0.1058 -2.2362
O -0.7253 3.0610 -3.7834
H -0.0216 5.0449 -6.0221
H 1.8493 -0.6959 -0.0495
H 1.6770 7.4087 0.3456
C 1.1937 -5.4000 1.7427
O -0.8450 1.9291 3.8713
H 0.5940 1.5417 -4.1590
C -0.4493 -2.8669 -3.9823
C -2.2958 -4.4504 -1.2587
H 0.9310 -6.4472 1.8922
C 0.5786 0.9522 -0.6245
H 2.9293 5.5157 1.1314
H 2.0453 -2.6365 6.4073
H 0.7964 1.0790 -1.6857
H -1.9512 -0.5173 -0.1734
H -2.0595 5.1943 1.9853
H 2.0720 3.3074 -4.6962
C -1.0660 2.6866 2.9747
C 1.8508 5.3543 1.0690
C 0.8545 -4.9024 0.3248
O -4.4273 0.9620 -1.6720
H -1.5115 2.7565 0.2000
C 4.7025 -0.4659 2.0472
H 1.3934 5.3400 2.0612
C -2.6448 -4.9484 1.0873
C 3.6744 1.3134 -3.0799
H 7.1709 -0.4441 3.6693
C 5.2368 -1.5455 4.0346
H 2.6366 -4.5900 -0.9755
C -0.1542 3.0285 1.8082
C 1.1522 6.4579 0.2845
H 0.2971 2.1262 1.4035
H -0.0216 -0.4664 4.1415
O -3.4588 0.1382 6.1117
H 0.1101 6.5328 0.6004
H 0.2843 -0.5365 1.8113
H 0.2574 -2.9273 2.9645
H 2.7841 -0.6888 -5.1552
H -3.2194 0.6004 2.3840
H -1.5550 -1.5798 -2.5728
H 1.4565 3.8134 -1.7187
H 1.4136 3.0326 -6.2109
H -6.1295 0.8470 3.2535
H 0.4734 6.2065 -1.8200
C 1.1096 3.3380 -5.2057
C 3.6353 -1.0503 -3.1507
C 0.5391 -1.3298 4.4931
O -2.2336 3.3891 2.9009
```

Multiplicity = 1
Gap between HOMO and LUMO = 8.974 eV
SMILES = O=C1CCCO1.O=C1CCCO1.O=C1CCCO1.O=C1CCCO1.O=C1CCCO1.O=C1CCCO1.O=C1CCCO1.O=C1CCCO1.C1CCOC1.C1CCOC1.C1CCOC1.C1CCOC1
LUMO energy = 0.08 eV
Relative energy (zero: lowest compared OMol25 entry of this formula, charge and spin) = 212.0 kJ/mol

No. 2
C48H84O34S4 | the ωB97M-V functional and the def2-TZVPD basis

XYZ file:
```
170
C48H84O34S4, DFT the ωB97M-V functional and the def2-TZVPD basis
C 4.1239 -3.1708 -3.5153
O -5.6834 4.0368 0.1165
O -2.1184 -6.3638 1.2335
C -2.2002 2.4280 4.2657
H 1.7356 6.3734 -0.4179
H 7.7414 -2.9883 1.1663
C -2.1166 3.3262 -1.8706
H -3.3806 -3.5484 2.0014
H -4.5630 -2.6329 -5.4355
C 0.4926 -1.4209 -3.4641
H 6.8517 -1.9140 2.4229
C -3.8118 -0.6529 -4.6765
H -2.3875 1.8089 3.3884
C 1.0727 -0.2265 0.2631
H -1.4800 0.7731 -0.4618
H 1.9534 -4.3685 4.0482
C 2.4320 3.6812 -1.6844
H -2.3669 0.7140 1.0807
H 4.0061 -2.4812 1.0973
O 3.8636 -4.4787 0.9460
C -4.5066 -1.7097 1.7581
H 2.8519 -3.0738 4.8218
C -3.4945 2.4549 5.0403
S 4.6858 -1.7532 -2.4019
H -6.9002 3.3084 -1.9638
O 0.9208 2.4795 5.5035
H 3.0639 -3.0292 -3.7264
H 1.6365 -6.0666 -2.1673
H 1.6950 -6.1750 0.3568
H -0.4360 0.4515 -6.3275
C 0.6935 -4.4521 0.8579
H 1.8425 4.5969 -1.6387
O -1.1213 -1.5523 1.5864
O 0.4337 -1.8004 5.7174
O -7.2312 -3.4815 0.5047
H -5.2778 3.0472 -2.2290
H -3.7258 1.4415 5.3685
H 1.7764 -1.0401 0.4388
C -6.1108 -3.1389 0.8637
O -4.6363 -0.1806 -2.6238
O -2.0854 4.6682 -3.6618
H -5.8129 -0.9167 -4.2492
O -3.0551 -1.2460 -3.6185
C 0.9634 6.6603 0.2959
C 0.9294 -5.5797 -0.1408
H 7.1487 -2.1531 -2.9631
C 4.3571 -3.3381 1.6723
H -5.2781 1.0898 1.0923
H -4.3040 -0.8838 1.0762
H -2.3710 4.5509 4.3280
O -1.1605 -3.9656 -5.0343
C 1.2282 -5.2071 -1.6357
O 6.0065 -4.4253 0.4763
H -3.2749 0.1822 -5.1265
H 3.9094 -3.3619 2.6658
H 1.6547 3.9470 2.8825
C -4.2717 -1.5587 3.2626
C 4.8515 -5.0732 0.2243
H 6.1401 -4.2661 2.5391
H 1.5089 -4.4666 1.5810
O -3.0488 -1.0866 -1.3907
C -6.0281 2.6827 -0.0594
H -5.4965 0.7604 -4.3417
O 5.5666 2.2967 0.3621
H 6.7232 -1.7678 -1.2826
H 2.3922 3.0880 -0.7708
C -2.4337 5.8341 -1.6792
C 3.7139 2.2290 1.8796
O 4.5963 -5.8788 -0.6769
S 0.3891 5.2299 1.2666
C 6.4481 -2.3614 -2.1544
H -7.0202 2.4305 0.3150
H -1.3483 2.7538 -1.3508
H 1.5687 0.7425 0.2073
O -0.5350 -4.9002 1.4614
H 1.4330 7.4362 0.9006
C 0.4595 -1.0179 -4.9566
O 0.6076 2.0977 -2.7602
O -0.4712 3.8727 4.4344
H -3.4616 5.9558 -2.0210
H 0.7268 -3.4692 0.3879
H -2.5905 5.7301 -0.6055
C -1.6381 4.6832 -2.3524
H 5.6459 3.1331 2.1688
H 6.3740 -3.4293 -1.9490
H -1.0245 1.9402 0.8165
C -2.3662 3.4182 -4.0834
S -0.3171 -0.2219 1.5597
H -2.9608 -2.1055 -6.0627
S 1.9935 2.6468 -3.1157
H 3.4606 4.0034 -1.8465
H 3.3949 2.2921 2.9200
H 0.7345 -0.5200 -0.7307
H 4.6302 -3.1603 -4.4805
C 0.7988 -2.4492 4.5427
H 4.2528 -4.1983 -3.1751
C -0.5936 -3.0188 4.1942
H -1.8754 3.8792 2.7540
C -3.9431 -1.7821 -5.7186
H -5.0069 -1.0100 3.8513
O -1.3429 -0.8593 6.7032
H -1.9928 6.8174 -1.8425
O 0.2632 4.0284 0.3246
C -4.7566 4.0540 1.0646
C 3.0961 1.2103 -2.8329
C 1.7971 4.9502 2.4808
H -4.1975 1.5818 -0.1771
C 1.8738 -3.5517 4.7655
H -6.2027 1.7378 -2.1732
H 0.4378 -4.7844 -2.2561
H -0.6210 -3.0004 3.1047
C 5.2617 2.2285 1.6974
O 4.0235 -1.9645 -1.0667
H -0.2581 -0.8206 -2.9500
C -1.0338 -5.8989 0.8616
H 1.2016 -1.7170 3.8427
C -1.7528 3.8012 3.8342
H -4.2535 -1.3667 -6.6773
C -3.5840 -0.8680 -2.4446
H 2.0486 -4.4952 -1.5459
O -4.2429 2.8527 1.3737
O -2.6897 3.0168 -5.2328
H 6.4650 -1.9137 0.7300
O 6.5545 0.4875 1.1074
H 3.2058 1.3442 1.4962
H 3.3848 3.1146 1.3359
C 6.3900 1.2719 0.0122
H 0.1929 7.0107 -0.3908
H -3.5564 3.1001 5.9166
C -0.8596 -1.5638 5.8074
C 6.8148 -2.5530 1.5406
H 4.1656 1.4193 -2.8047
C -1.4088 0.9407 0.6129
O -2.3580 2.5954 -3.0434
C -6.0924 2.6662 -1.6130
O 6.7819 1.0400 -1.1154
H -4.1057 -2.4909 3.8024
C -3.8499 -3.0002 1.1845
O -1.4911 -2.1527 4.8404
O -0.2705 -6.3392 -0.1008
C -4.8915 1.9654 0.5708
O -1.1833 1.8984 5.0367
C -0.1656 2.7068 5.0121
H -3.3075 -1.0573 3.3462
C -5.0398 -0.1796 -4.0319
C -0.3230 0.2681 -5.2590
O -4.9192 -3.8126 0.7120
O 0.0796 -2.7604 -3.4882
H 2.8380 0.9263 -1.8127
H 1.5156 -1.4417 -3.0885
H -0.5562 4.8015 -2.2916
H 5.3594 0.3584 2.8094
C 6.0256 1.0818 2.3395
H 1.4760 -0.9744 -5.3477
O -0.0237 -2.1793 -5.5577
H 2.8993 0.4198 -3.5571
H 1.8414 5.7587 3.2106
H 6.7711 1.3708 3.0804
H 1.7547 -4.0860 5.7081
H 2.6863 5.1208 1.8739
O -4.3440 5.0924 1.5367
H 0.2542 1.1842 -5.1333
H -3.0579 3.3577 -1.3219
H -4.3420 2.6555 4.3848
H -0.7501 -4.0624 4.4671
H -1.2430 0.5346 -4.7387
C -0.4373 -3.0727 -4.6786
H -3.0822 -2.7967 0.4380
O -5.8833 -1.9818 1.5631
C 5.8514 -3.6627 1.6785
```

Multiplicity = 1
Gap between HOMO and LUMO = 9.262 eV
LUMO energy = -0.30 eV
Relative energy (zero: lowest compared OMol25 entry of this formula, charge and spin) = 308.9 kJ/mol

Q: What is the relative energy (zero: lowest compared OMol25 entry of this formula, charge and spin) in the second record?
A: 308.9 kJ/mol

Q: Which value of multiplicity does entry 2 give?
A: 1